[1]
This record from OMol25 describes an isolated molecule of C3H6O2. The level of theory is ωB97M-V/def2-TZVPD.

Atoms and positions in Å:
C (-1.0870, -0.6580, -0.7144)
O (-0.0230, 0.1798, -1.1199)
C (0.5222, 0.9117, -0.0559)
C (1.0487, -0.0506, 0.9941)
O (0.9249, 0.0970, 2.1837)
H (-0.9737, -1.0056, 0.3217)
H (-1.0702, -1.5294, -1.3701)
H (-2.0531, -0.1472, -0.7946)
H (1.3599, 1.4907, -0.4620)
H (-0.1916, 1.6067, 0.4069)
H (1.5419, -0.9487, 0.5597)

Forces on the atoms, in the same order (eV/Å):
-0.2 -0.2 0.0
0.1 0.0 -0.1
0.1 0.2 0.2
0.0 0.1 0.4
0.2 0.0 -0.4
0.0 0.0 -0.2
-0.2 0.1 0.0
0.1 0.0 0.0
-0.1 -0.1 0.1
0.0 -0.1 0.0
0.0 0.1 0.1

ΔE to the lowest compared entry with this formula, charge and spin = 164.6 kJ/mol
Total charge = 0
Energy = -7301.9727 eV
Multiplicity = 1
Lowest unoccupied orbital energy = 0.97 eV


[2]
This record from OMol25 describes a cluster of 3 separate species, C2H7O4 in total. The level of theory is ωB97M-V/def2-TZVPD.

Atoms and positions in Å:
O (-0.8087, -0.0839, -0.3251)
C (-1.8625, 0.5767, -0.4585)
O (-2.3548, 0.6106, -1.5899)
C (-2.2781, 1.0905, 0.8542)
H (-3.2922, 0.8290, 1.1588)
H (-1.5869, 0.8582, 1.5865)
H (-2.1847, 2.1199, 1.0983)
H (2.4173, -0.8165, -1.4775)
H (2.2696, 0.6266, -1.1514)
O (3.0111, -0.0948, -1.3456)
H (1.5370, -2.2484, 0.7069)
H (2.6499, -1.2422, 0.4140)
O (2.4830, -2.2257, 0.5293)

Forces on the atoms, in the same order (eV/Å):
2.1 -1.4 -0.9
-1.4 0.8 -0.2
0.3 0.1 0.8
-2.2 1.1 0.2
0.1 -0.3 -0.2
1.5 -1.9 1.5
-0.4 1.7 -1.2
-0.3 -1.4 -0.5
2.6 -1.8 -0.7
-2.4 3.3 1.0
0.0 -0.2 0.1
0.1 -1.7 0.2
0.0 1.8 -0.1

ΔE to the lowest compared entry with this formula, charge and spin = 67.4 kJ/mol
Total charge = 0
Energy = -10374.7562 eV
Multiplicity = 2
Lowest unoccupied orbital energy (spin up / spin down) = 0.31 / -3.48 eV


> The lowest ΔE to the lowest compared entry with this formula, charge and spin belongs to which entry?

C2H7O4


> Look up the ΔE to the lowest compared entry with this formula, charge and spin of the first one.

164.6 kJ/mol